Entry from OMol25: a cluster of 9 separate species, C32H80BCl3F4N5O2 in total (ωB97M-V/def2-TZVPD).

```
! RIJCOSX wB97M-V def2-TZVPD def2/J DEFGRID3
* xyz 1 1
Cl -3.273 0.751 0.809
Cl -0.960 -2.395 -2.333
Cl 1.665 1.867 -1.514
F 0.154 -2.471 3.864
F 0.721 -0.958 2.210
F 2.187 -1.402 3.921
F 1.783 -2.971 2.284
O -4.272 -3.329 2.286
O 5.826 -0.219 -1.990
N -2.179 -4.943 0.856
N -0.442 5.002 2.117
N -2.891 2.114 -3.363
N 4.682 -1.237 0.597
N -0.387 -0.155 -0.129
C 3.304 -0.833 0.108
C 5.774 0.352 -3.279
C -4.953 2.712 -2.347
C -5.008 1.194 -2.521
C -1.737 -5.614 2.120
C -1.629 4.231 1.612
C -3.703 0.812 -3.234
C 0.759 6.986 1.577
C -0.252 0.873 -5.876
C -2.122 -3.475 0.996
C -2.094 2.277 -2.123
C -5.196 -2.483 1.603
C -0.441 7.460 2.392
C 1.004 2.889 2.167
C 5.610 -0.064 0.359
C 0.249 5.700 0.992
C -3.971 3.167 -3.383
C 5.469 0.676 -0.958
C -0.933 6.160 3.046
C 0.354 4.022 2.952
C -4.156 -4.944 -0.785
C 4.515 -1.462 2.082
C 0.193 -5.084 -0.087
C 4.247 -3.666 0.072
C 5.176 -2.487 -0.100
C 5.807 -1.909 2.773
C -3.545 -5.520 0.484
C -2.944 -2.875 2.151
C 1.611 1.864 3.124
C -1.982 2.068 -4.560
C -0.849 1.034 -4.488
C -1.255 -5.480 -0.252
B 1.194 -1.966 3.102
H 0.917 1.044 3.294
H -1.469 -6.658 1.970
H -3.904 0.500 -4.260
H -2.352 -3.060 3.050
H 4.504 -4.370 -0.725
H 0.360 2.359 1.463
H -4.205 -3.857 -0.798
H 6.201 -2.873 2.460
H -0.840 -5.095 2.448
H -5.028 -2.571 0.529
H -2.748 2.365 -1.263
H 1.177 4.588 3.391
H -5.220 -5.191 -0.761
H -3.681 -5.321 -1.683
H -1.390 -6.556 -0.249
H -0.520 6.020 0.283
H -5.855 0.928 -3.156
H -0.333 3.649 3.708
H -5.950 3.108 -2.542
H -5.167 0.628 -1.606
H -2.381 4.966 1.322
H 3.176 -3.525 -0.065
H -6.188 -2.845 1.877
H 6.545 -1.172 2.438
H 0.684 0.317 -5.793
H 0.332 -4.003 -0.099
H -1.239 0.125 -4.028
H -1.329 1.516 -1.993
H -2.035 3.641 2.428
H -1.205 0.245 0.351
H -4.414 3.137 -4.384
H -0.127 8.210 3.112
H 1.047 7.754 0.863
H 0.697 -5.366 0.837
H 3.082 0.142 0.528
H 6.176 -2.613 0.301
H -2.631 1.871 -5.415
H -1.613 -4.999 -1.161
H 2.513 1.383 2.749
H -0.820 0.231 -6.553
H 5.176 -2.248 -1.160
H 2.624 -1.589 0.485
H -5.160 -1.439 1.922
H 4.355 -4.225 1.004
H -2.544 -5.591 2.848
H 0.752 -5.449 -0.950
H 6.068 1.590 -0.916
H 6.633 -0.398 0.511
H -2.013 6.060 3.078
H -2.438 -3.049 0.040
H 3.732 -2.195 2.243
H -0.674 -0.760 -0.931
H 5.312 0.613 1.161
H 3.420 -0.839 -0.972
H 0.305 0.509 -0.516
H -1.426 3.616 0.741
H -0.506 5.971 4.026
H 1.708 3.386 1.494
H -1.618 3.096 -4.629
H 6.613 0.040 -3.907
H -0.085 1.439 -3.822
H -2.933 -1.791 1.990
H 0.928 5.039 0.458
H 5.801 -1.822 3.855
H -3.075 0.041 -2.796
H 1.603 6.788 2.243
H -3.341 -6.580 0.341
H -4.151 -5.424 1.377
H -0.048 -0.822 0.582
H -0.059 1.838 -6.341
H 4.894 0.081 -3.866
H -4.741 2.964 -1.308
H 5.883 1.437 -3.203
H 1.847 2.278 4.107
H -1.137 -3.032 1.141
H -1.236 7.825 1.743
H -1.497 3.185 -2.267
H 4.420 0.948 -1.127
H 4.171 -0.534 2.529
H -3.444 4.122 -3.417
*
```

As for the energy relative to the best compared isomer or geometry (same formula, charge and spin): 0.0 kJ/mol. The LUMO energy comes out at -1.7234 eV. The orbital gap comes out at 8.275 eV. The total energy is -95142.2685 eV.

Atom charges from the Löwdin analysis, given in e for atoms 1 to 6: -0.260, -0.325, -0.310, 0.140, 0.058, 0.112